Density functional theory data (ωB97M-V/def2-TZVPD) for 2 unconnected molecules or ions with the total composition C4H14N2O in a non-equilibrium geometry.

Positions of all 21 atoms, in Å:
C -0.398128 -1.763284 0.314476
C -0.936638 -1.233042 -1.040650
C -2.109121 -0.267275 -0.953319
N -1.758777 1.113776 -0.535707
C 0.265940 -0.690606 1.203491
N 1.006423 0.338534 0.376797
H -1.274614 -2.100537 0.863882
H 0.269527 -2.609211 0.144742
H -0.108184 -0.930375 -1.684290
H -1.291052 -2.164738 -1.520378
H -2.504072 -0.256342 -1.970776
H -2.819418 -0.734199 -0.267536
H -2.681959 1.463772 -0.210126
H -1.671700 1.636167 -1.412521
H 1.018366 -0.982488 1.938037
H -0.554300 -0.197127 1.718176
H 1.005347 1.156795 0.985412
H 0.258077 0.644631 -0.243745
H 4.193997 1.638305 0.090685
H 2.703287 1.372983 0.397178
O 3.485618 1.919087 0.628249

Force components x, y, z for each atom (eV/Å):
C 0.37 0.78 0.21
C 0.43 -1.26 0.61
C 1.08 -0.36 -0.58
N -1.25 -0.31 -0.10
C 0.53 0.87 -0.81
N -0.93 -0.09 0.50
H -0.01 -0.41 0.12
H 0.05 -0.05 -0.06
H -0.12 0.40 0.06
H -0.23 0.29 -0.15
H -0.58 0.05 0.02
H -0.20 0.37 -0.05
H 0.52 0.21 0.25
H 0.25 0.08 0.00
H -0.36 -0.80 0.06
H -0.09 0.16 0.24
H 0.17 0.06 0.22
H 0.22 0.19 -0.43
H 1.02 -0.61 -0.98
H 0.56 -0.12 -0.10
O -1.42 0.56 0.99

The value obtained for the energy is -345.4828 a.u. Its total charge is -1. The LUMO energy (spin up / spin down) is 3.737 / 3.659 eV. Its energy relative to the best compared isomer or geometry (same formula, charge and spin) is 11.9 kcal per mole. Its expectation value of S² is 0.75. Its multiplicity is 2. The HOMO energy (spin up / spin down) is 0.041 / -0.215 hartree. The HOMO-LUMO gap (spin up / spin down) comes out at 2.61 / 9.51 eV.